No. 1
13
Properties=species:S:1:pos:R:3:forces:R:3:lowdin_charge:R:1 method="wB97M-V/def2-TZVPD" molar_mass_g_mol=90.1 largest_force_ha_per_bohr=0.05265 lumo_energy_ev="0.137 / 0.137" spin_multiplicity=1 charge=0 de_lowest_ev=6.120 energy_ev=-7347.37842
C -2.320325 0.869296 0.419082 1.07 1.07 0.00 -0.13
C -2.956937 -0.255752 0.400738 -1.00 -0.30 0.14 -0.01
C -1.037149 1.416092 0.708715 -1.61 -1.39 -0.39 0.10
C 0.008762 0.797044 0.166837 -0.98 0.27 -1.57 -0.23
C -2.016809 -0.710728 -0.761518 -2.41 -0.97 -0.54 -0.21
C -1.077424 0.466541 -0.838409 2.65 0.04 -0.53 -0.12
C 1.473100 0.916512 0.237733 0.72 1.73 -0.95 -0.05
H -1.805761 -1.770298 -0.563034 0.99 0.46 0.09 0.11
H -2.557098 -0.730122 -1.761282 0.39 0.08 1.35 0.13
H -1.218599 0.879129 -1.890979 0.78 0.63 1.81 0.16
H 2.001459 0.091915 0.648578 0.10 -1.33 -0.06 0.06
H 1.778568 1.707703 0.953885 -0.47 -0.01 -0.66 0.09
H 1.874883 1.153161 -0.797930 -0.24 -0.28 1.31 0.11

---

No. 2
13
Properties=species:S:1:pos:R:3:forces:R:3:lowdin_charge:R:1 method="wB97M-V/def2-TZVPD" molar_mass_g_mol=90.1 largest_force_ha_per_bohr=0.07692 lumo_energy_ev=0.617 spin_multiplicity=1 charge=0 de_lowest_ev=2.691 energy_ev=-7350.80754
C -0.431940 0.893563 2.652123 0.63 0.15 -0.24 0.12
C 0.047357 0.112286 1.879777 -0.13 -0.07 -1.00 -0.15
C 0.317956 -0.948339 0.978068 -0.35 -2.42 -3.11 -0.13
C 0.632349 -1.121182 -0.378907 -0.58 0.74 2.31 -0.07
C 0.880395 -0.023070 -1.417063 0.30 -1.22 -0.14 -0.21
C -0.373753 0.689056 -1.556233 0.14 -0.37 0.09 -0.15
C -1.528229 0.994327 -1.472090 0.79 0.52 0.02 0.12
H -0.666641 1.719198 3.250623 -0.36 0.41 0.56 0.02
H -0.105583 -1.913107 1.330088 0.80 0.56 0.34 0.11
H 0.642781 -2.142253 -0.741973 -0.16 0.01 0.16 0.09
H 1.652612 0.514435 -0.912171 0.57 1.26 -0.25 0.10
H 1.260304 -0.365752 -2.425175 -0.33 0.07 1.29 0.13
H -2.327609 1.590838 -1.187068 -1.31 0.36 -0.04 0.01

---

No. 3
13
Properties=species:S:1:pos:R:3:forces:R:3:lowdin_charge:R:1 method="wB97M-V/def2-TZVPD" molar_mass_g_mol=90.1 largest_force_ha_per_bohr=0.09313 lumo_energy_ev=-0.533 spin_multiplicity=1 charge=0 de_lowest_ev=5.331 energy_ev=-7348.16835
C 0.456366 1.413637 -0.164616 -3.37 -2.35 2.37 0.00
C -0.904176 1.266278 0.216341 0.27 -2.22 0.12 -0.06
C 1.164478 0.331910 0.199957 1.66 -0.25 -0.02 -0.36
C 0.826649 -0.857921 0.726513 -0.43 -0.05 0.64 0.15
C -1.316947 -0.033707 0.386149 0.67 0.79 -0.91 -0.08
C -2.067964 -1.003599 -0.048724 1.58 1.78 1.20 0.04
C 2.181760 -0.645061 -0.111543 -2.48 0.25 -0.66 -0.05
H 0.740039 2.245138 -0.602195 1.89 3.94 -1.95 0.06
H -1.627467 1.966493 0.541284 -0.23 1.30 -0.10 0.10
H -2.097394 -1.912595 0.369504 0.22 -3.22 1.73 0.03
H -2.643515 -0.926960 -0.873590 -1.97 0.81 -2.63 0.04
H 2.311121 -0.939304 -1.106142 0.08 -0.32 -1.63 0.07
H 2.977054 -0.904311 0.467065 2.10 -0.46 1.84 0.04

---

No. 4
13
Properties=species:S:1:pos:R:3:forces:R:3:lowdin_charge:R:1 method="wB97M-V/def2-TZVPD" molar_mass_g_mol=90.1 largest_force_ha_per_bohr=0.12243 lumo_energy_ev=-0.374 spin_multiplicity=1 charge=0 de_lowest_ev=3.743 energy_ev=-7349.75557
C 3.347982 -0.113059 -0.017178 -4.74 0.43 0.24 0.05
C 2.030645 0.143206 0.022252 3.85 0.24 -0.14 -0.05
C 0.922471 0.728410 0.036589 -0.66 0.24 -0.06 0.03
C -0.367058 0.754777 0.031444 0.20 -0.01 -0.72 -0.20
C -1.740400 1.285442 0.016872 1.18 -1.82 -5.91 0.00
C -1.372845 -0.196928 -0.094828 -1.61 1.30 1.43 -0.26
C -1.908646 -1.369927 0.037616 -1.06 -4.35 -0.21 0.04
H 4.052320 0.565601 -0.266857 1.97 2.44 -0.44 0.02
H 3.654852 -1.046123 0.206204 1.06 -3.17 0.35 0.01
H -2.132629 1.570867 0.868674 -1.99 1.69 4.06 0.05
H -2.167242 1.665690 -0.966570 0.68 -0.01 1.50 0.14
H -3.033358 -1.633995 0.159159 1.99 1.04 -0.43 0.09
H -1.286088 -2.353966 -0.033371 -0.87 1.98 0.33 0.09

---

No. 5
13
Properties=species:S:1:pos:R:3:forces:R:3:lowdin_charge:R:1 method="wB97M-V/def2-TZVPD" molar_mass_g_mol=90.1 largest_force_ha_per_bohr=0.16652 lumo_energy_ev=0.412 spin_multiplicity=1 charge=0 de_lowest_ev=2.398 energy_ev=-7351.10113
C 0.791077 1.266466 -0.117234 0.48 0.54 -0.93 -0.07
C -0.445266 1.543566 0.248873 -1.36 -0.03 1.24 -0.09
C -1.782985 0.697651 -0.092335 8.38 -1.68 -0.49 0.01
C -1.315602 -0.573385 -0.347896 -1.68 0.51 0.79 -0.11
C 0.014608 -1.147416 -0.058717 0.03 -2.31 0.74 -0.12
C 1.311807 -0.815812 0.139082 -0.42 2.21 -1.45 -0.09
C 1.901680 0.539676 -0.236366 -4.56 -1.08 1.04 -0.03
H -0.366089 2.037387 1.230718 -0.81 0.13 -0.31 0.10
H -2.748771 0.925557 -0.255797 -2.98 1.44 -0.22 0.04
H -2.143399 -1.328888 -0.476799 1.18 0.57 -0.28 0.11
H -0.094759 -2.228450 0.149813 -0.20 0.49 -0.02 0.10
H 2.020987 -1.508913 0.459994 0.71 -1.51 0.62 0.07
H 2.856706 0.592564 -0.643333 1.24 0.72 -0.72 0.07

---

No. 6
101
Properties=species:S:1:pos:R:3:forces:R:3:lowdin_charge:R:1 method="wB97M-V/def2-TZVPD" molar_mass_g_mol=720.4 largest_force_ha_per_bohr=0.05763 lumo_energy_ev=-0.557 spin_multiplicity=1 charge=0 energy_ev=-146432.06619
C 6.050810 -0.208210 -0.207781 0.31 -0.69 0.23 -0.09
O 5.106537 -0.515645 -1.257227 0.33 1.46 0.59 -0.27
C 4.684901 0.663875 -1.976922 -0.90 -0.29 -1.19 -0.20
C 3.313026 0.248771 -2.741632 0.62 -0.61 0.88 -0.16
C 2.655083 -1.073784 -2.087243 -0.74 1.05 -0.26 -0.22
C 1.134276 -1.180452 -2.589757 0.21 -0.69 0.05 -0.15
C 0.038259 -1.133471 -1.397192 0.53 -2.19 -1.93 -0.24
N -0.958984 -0.029953 -1.601579 0.71 -0.17 0.52 -0.23
C -2.187665 -0.435146 -0.918878 -0.25 0.44 1.72 -0.54
O -2.238191 -0.318270 0.314921 -0.61 -0.56 -2.47 0.05
O -3.199597 -0.942944 -1.711558 1.78 1.53 0.86 0.11
P -0.462433 1.523303 -0.978445 -1.90 1.56 -0.57 0.69
O -0.239856 2.495536 -2.394919 0.08 -1.01 1.31 -0.36
Br 1.553256 1.482923 0.018136 0.02 -0.50 -0.55 0.54
H 6.285899 0.904806 -0.144550 -0.39 -1.49 -0.04 0.09
H 5.622357 -0.609238 0.778228 0.50 0.90 -1.39 0.08
H 6.978973 -0.825252 -0.404644 -1.14 1.21 0.13 0.07
H 5.474662 0.860553 -2.778498 -0.93 0.20 1.09 0.13
H 4.545985 1.585203 -1.300472 0.29 -1.59 -0.97 0.09
H 2.566538 1.108742 -2.705141 1.12 -1.12 -0.18 0.05
H 3.581832 -0.001249 -3.811231 -0.54 0.44 1.10 0.12
H 3.209738 -2.012894 -2.351538 -0.53 1.36 0.15 0.07
H 2.632382 -1.027397 -0.952068 0.25 0.05 -1.41 0.08
H 0.870268 -0.423151 -3.403826 0.35 -0.78 1.27 0.11
H 1.043013 -2.195034 -3.106637 -0.13 1.34 0.75 0.10
H 0.501307 -1.182208 -0.369011 -0.40 0.48 -1.10 0.08
H -0.547489 -2.109415 -1.518197 0.66 1.29 0.29 0.13
H -4.040471 -0.510190 -1.439971 0.04 -0.66 0.42 0.09
H -0.323255 3.422077 -2.079942 0.27 -0.65 -0.16 0.06
O -1.014730 3.870983 -5.159927 0.00 -0.01 0.08 -0.06
H -0.922713 3.390579 -4.329939 -0.11 -0.13 -0.05 -0.01
H -1.438471 3.235106 -5.752004 0.13 0.03 -0.08 0.03
O -3.063627 -1.897480 3.262246 0.22 0.31 -0.08 -0.05
H -3.698352 -1.249328 3.594239 -0.06 -0.12 0.00 0.05
H -2.721095 -1.494631 2.451072 -0.23 -0.09 -0.15 0.02
O -4.661554 2.080553 -1.311070 -0.86 -1.05 -0.53 -0.06
H -4.794871 2.926288 -0.876284 0.34 0.01 -0.06 0.02
H -3.858014 1.743591 -0.907965 -0.01 0.36 0.12 0.00
O -5.905740 -0.688396 -0.244693 -0.15 0.09 -0.11 -0.07
H -6.399417 0.075493 -0.576780 0.14 0.20 0.21 0.03
H -6.559961 -1.186463 0.264225 0.13 -0.17 -0.06 0.02
O -1.152019 0.193211 4.206974 0.12 -0.02 -0.30 -0.06
H -1.796926 -0.448790 3.876593 0.02 0.08 0.15 -0.01
H -1.579775 1.045183 4.060404 -0.13 -0.09 0.26 0.02
O -3.112764 3.768583 -0.293744 0.24 0.44 0.36 -0.07
H -2.287170 3.721889 -0.789532 -0.16 0.04 0.21 0.01
H -2.863220 3.503383 0.599167 0.24 0.32 -0.04 0.03
O 2.436802 -3.911241 -1.526045 -0.02 -0.56 0.09 -0.04
H 2.533482 -4.393265 -0.694401 -0.07 0.14 0.04 0.06
H 2.001327 -4.541225 -2.112283 0.02 0.05 0.03 0.05
O -7.546883 -3.149590 0.392266 -0.07 -0.14 0.17 -0.04
H -7.453134 -3.637042 1.218457 0.04 0.08 -0.04 0.05
H -7.974238 -3.776625 -0.202558 0.06 0.16 -0.10 0.05
O -6.369973 -2.072432 -2.772433 -0.06 -0.12 0.04 -0.07
H -6.456952 -1.900193 -1.822593 0.20 0.08 -0.17 -0.01
H -5.424475 -1.993491 -2.938428 -0.08 -0.05 -0.02 0.02
O 2.870681 4.227393 1.809515 0.00 -0.17 0.04 -0.07
H 2.969912 3.741959 2.637928 0.04 0.06 -0.03 0.06
H 2.435119 3.599116 1.220433 0.01 0.00 -0.08 -0.07
O -0.827906 3.567339 1.442099 0.07 -0.07 0.23 -0.10
H 0.091458 3.730650 1.685274 -0.09 0.13 0.06 0.02
H -0.961404 2.632106 1.644746 0.12 0.02 -0.05 0.01
O 5.449162 -3.097960 -2.902045 0.13 -0.18 0.19 -0.06
H 4.936750 -3.810611 -2.503088 -0.07 0.11 -0.04 0.02
H 5.579936 -2.469474 -2.176928 -0.17 0.22 -0.16 0.01
O -0.425125 -3.032084 0.960579 -0.33 -0.08 0.19 -0.04
H -0.922072 -2.275016 0.626877 0.08 0.01 0.13 0.00
H -1.074505 -3.530032 1.472471 0.04 -0.03 -0.07 0.05
O -3.803933 1.553505 4.492386 0.55 -0.37 -0.34 -0.06
H -4.634213 1.538916 4.007384 0.00 0.19 0.16 0.02
H -4.003549 2.078302 5.273687 -0.11 -0.06 -0.08 0.03
O -0.555097 1.903803 -7.457460 0.14 0.08 -0.11 -0.06
H -0.495993 1.532235 -8.344321 -0.10 -0.01 0.08 0.04
H 0.274052 2.385733 -7.349087 -0.06 -0.04 0.15 0.04
O 7.799723 -1.937613 1.042937 0.51 -0.59 0.66 -0.06
H 8.723842 -1.794141 1.281871 -0.07 0.01 -0.02 0.06
H 7.646175 -2.868045 1.251963 -0.02 0.05 -0.06 0.06
O 5.381105 3.269358 -0.032127 -0.02 0.17 0.32 -0.06
H 4.712644 3.623896 0.571855 0.01 0.08 -0.05 0.01
H 6.198044 3.306940 0.477856 -0.03 0.01 -0.08 0.04
O 1.904336 2.950976 -4.339262 -0.06 0.06 -0.02 -0.07
H 1.402669 3.702669 -4.678661 -0.02 -0.11 -0.07 0.02
H 1.256407 2.453730 -3.820315 0.14 0.14 -0.12 -0.02
O 5.003469 -1.268689 3.121322 0.28 0.13 0.10 -0.06
H 5.828311 -1.334252 2.623711 -0.06 0.02 -0.01 0.00
H 5.248442 -1.536309 4.015915 -0.06 -0.16 -0.09 0.02
O 3.934926 -2.888461 5.265061 -0.01 0.19 0.21 -0.06
H 3.448778 -2.126982 4.926066 -0.14 -0.22 -0.13 0.03
H 3.279633 -3.370547 5.780699 0.03 0.02 -0.09 0.04
O -7.769775 1.716707 0.273236 -0.07 0.20 0.08 -0.04
H -8.090952 1.945862 1.151890 0.01 -0.11 -0.05 0.04
H -7.777248 2.553919 -0.204951 0.05 -0.13 -0.08 0.05
O -6.021852 2.742527 5.226353 -0.65 0.21 -0.05 -0.05
H -6.314043 3.534246 4.758832 0.11 0.01 0.08 0.06
H -6.841625 2.332869 5.527496 0.11 0.00 0.09 0.06
O 1.574216 -4.391289 2.664836 -0.19 -0.09 -0.06 -0.06
H 1.074976 -3.633961 2.328931 0.16 0.04 -0.04 0.00
H 0.926092 -4.887248 3.175406 0.15 0.00 0.04 0.03
O 0.024695 -2.454094 5.013094 -0.16 -0.03 -0.07 -0.06
H -0.619264 -3.095539 4.694945 0.01 0.07 0.07 0.02
H -0.403703 -1.598950 4.863244 0.23 0.04 0.10 -0.01

---

No. 7
20
Properties=species:S:1:pos:R:3:forces:R:3:lowdin_charge:R:1 method="wB97M-V/def2-TZVPD" molar_mass_g_mol=294.0 largest_force_ha_per_bohr=0.07013 lumo_energy_ev=1.382 spin_multiplicity=1 charge=-1 de_lowest_ev=0.000 energy_ev=-23638.63282
O -3.197716 2.475292 -1.399137 0.96 -0.30 1.17 -0.19
C -2.415000 2.255466 -0.413715 -1.32 0.24 -0.99 -0.44
C -1.038813 2.209183 -0.413788 0.82 -0.14 -0.02 -0.19
C -0.270995 1.965784 0.815064 0.11 -0.15 -0.46 -0.13
C 1.029547 1.825826 0.928002 -1.29 0.09 0.44 -0.23
O 2.198556 1.718373 1.123143 0.87 -0.10 -0.16 -0.01
H -2.883852 2.063643 0.584426 0.09 0.09 -0.09 0.09
H -0.491030 2.304569 -1.355769 -0.17 0.12 0.28 0.09
H -0.800102 1.811531 1.765914 0.19 -0.01 -0.33 0.13
C 0.821118 -0.932814 -1.155853 -0.40 0.67 0.23 -0.22
C 0.544423 -2.405018 -0.973250 0.03 -0.26 0.26 -0.17
O -0.315579 -2.656046 0.113039 0.03 -0.64 -0.71 -0.02
C 0.065501 -2.130761 1.343558 -2.74 2.25 0.68 -0.75
O -0.871767 -2.026986 2.143229 1.28 -1.10 -0.28 0.02
O 1.182123 -1.563843 1.393961 1.47 -0.40 0.04 -0.11
O 1.918631 -0.512843 -1.474618 0.17 -0.03 -0.18 -0.04
H 1.490905 -2.957218 -0.871636 -0.09 0.25 -0.14 0.13
H 0.023128 -2.754041 -1.877211 0.06 0.03 0.19 0.14
Ag 3.030520 -0.495714 0.721851 -0.40 0.09 0.13 0.78
H -0.019595 -0.194381 -0.997205 0.33 -0.69 -0.06 0.14

---

No. 8
21
Properties=species:S:1:pos:R:3:forces:R:3:lowdin_charge:R:1 method="wB97M-V/def2-TZVPD" molar_mass_g_mol=503.3 largest_force_ha_per_bohr=0.07899 lumo_energy_ev="4.670 / 4.665" spin_multiplicity=3 charge=-2 energy_ev=-229826.96760
Pd -4.197222 34.917134 27.832662 -0.84 -0.95 -0.66 0.33
Br -6.656472 35.513887 28.593417 0.60 0.00 0.04 -0.32
Br -2.548859 36.807823 27.101309 -0.07 0.17 -0.02 -0.41
Br -3.483737 32.563075 29.012068 -0.22 0.32 -0.13 -0.41
O -5.207571 32.351108 24.428425 0.16 -0.55 -0.83 0.07
C -5.577296 33.363490 25.232606 -2.59 1.95 2.44 -0.87
O -4.724836 33.911153 25.920144 3.28 0.56 0.73 -0.16
O -6.788866 33.671271 25.317345 -0.23 -1.01 -1.43 -0.07
H -6.093638 32.181215 24.100390 -0.25 -0.65 -0.58 0.08
F -3.619236 35.542030 30.044008 0.43 0.98 1.51 -0.15
C -3.356096 36.400912 31.075009 -1.37 0.67 -1.17 -0.24
C -3.851993 37.730467 31.008946 0.86 -1.25 -0.52 0.00
C -3.535683 38.621869 32.017602 0.22 0.02 -0.21 -0.11
C -2.819626 38.200079 33.121498 0.28 -1.79 0.02 -0.11
C -2.454897 36.825737 33.192552 -0.45 1.45 0.71 -0.10
C -2.709345 35.915545 32.181800 0.16 0.30 0.40 -0.02
H -4.365200 38.065179 30.119572 -0.09 -0.23 -0.09 0.11
H -3.799538 39.660651 31.884503 -0.19 0.10 0.12 0.09
H -2.561320 38.857731 33.938298 -0.04 0.09 0.02 0.08
H -2.065875 36.475728 34.137307 0.39 -0.12 -0.01 0.09
H -2.425914 34.880512 32.303346 -0.07 -0.06 -0.33 0.12

---

No. 9
17
Properties=species:S:1:pos:R:3:forces:R:3:lowdin_charge:R:1 method="wB97M-V/def2-TZVPD" molar_mass_g_mol=171.6 largest_force_ha_per_bohr=0.11644 lumo_energy_ev=-0.100 spin_multiplicity=1 charge=0 de_lowest_ev=1.802 energy_ev=-25462.69945
N 1.417120 -2.071769 -0.867669 3.17 -0.71 -3.04 0.09
C 1.556532 -0.670222 -0.869679 0.30 2.20 3.86 -0.43
O 2.626885 -0.100520 -1.100166 -2.02 -1.31 -0.71 0.06
C 0.383424 0.048850 -0.175130 -0.96 -2.73 -2.11 -0.07
C 0.572509 1.331039 0.268488 5.61 -1.06 -1.80 -0.10
C -0.358878 1.990773 0.903490 -3.06 2.76 1.87 -0.68
Cl -0.159662 3.636443 1.530381 0.28 -0.57 -0.28 0.62
C -1.629736 1.446804 1.022354 -2.11 0.99 1.68 -0.09
C -1.863729 0.148813 0.551360 -2.84 1.41 -0.04 -0.03
C -0.933073 -0.582743 -0.117509 3.03 1.76 0.65 -0.33
O -1.262605 -1.760321 -0.606756 3.07 -1.62 -2.69 0.03
H 2.348097 -2.278667 -1.382123 -1.99 -0.53 0.96 0.15
H 1.387371 -2.674388 -0.041213 -0.33 1.01 0.10 0.13
H 1.666899 1.655193 0.064424 -2.11 0.03 0.60 0.16
H -2.476568 2.146246 1.597147 2.26 -2.30 -1.82 0.17
H -2.903150 -0.212671 0.421545 0.62 0.18 0.70 0.13
H -0.371436 -2.052859 -1.198947 -2.91 0.48 2.07 0.17

---

No. 10
17
Properties=species:S:1:pos:R:3:forces:R:3:lowdin_charge:R:1 method="wB97M-V/def2-TZVPD" molar_mass_g_mol=187.7 largest_force_ha_per_bohr=0.07236 lumo_energy_ev="0.813 / -2.398" spin_multiplicity=3 charge=0 de_lowest_ev=1.651 energy_ev=-34245.63271
C 2.332593 0.682622 0.062593 2.36 0.73 1.61 -0.13
C 2.469967 -0.713988 -0.223865 -2.46 1.72 -0.75 -0.07
C 1.131570 1.222980 0.194604 -1.08 0.58 0.10 -0.04
C 1.381297 -1.533169 -0.486463 -1.14 1.98 0.90 -0.13
C -0.076802 0.429759 -0.316096 0.23 0.31 0.26 -0.31
C 0.064338 -1.101849 -0.378335 1.85 2.10 0.45 -0.65
C -3.391934 0.405590 0.518435 1.82 0.63 2.44 -0.67
N -2.357301 0.543628 -0.189003 -0.31 -0.37 -1.68 -0.08
O -1.195155 0.795768 0.503574 -0.33 0.34 -0.20 -0.14
S -1.263279 -2.072625 -0.074128 -0.74 -0.70 -0.21 0.87
Cl -4.920182 0.098953 -0.151596 0.10 0.03 0.07 0.67
H 3.254331 1.336653 0.433045 -1.90 -1.74 -1.06 0.15
H 3.410249 -1.051476 -0.194325 3.29 -1.73 -0.10 0.05
H 1.058701 2.266358 0.582491 -0.56 -1.03 -0.57 0.12
H 1.429415 -2.544997 -0.534564 1.02 -2.96 -0.30 0.06
H -0.138198 0.713942 -1.381517 -0.97 0.40 0.26 0.16
H -3.189618 0.521853 1.635158 -1.17 -0.30 -1.24 0.13